1.
54
Properties=species:S:1:pos:R:3:forces:R:3 method="wB97M-V/def2-TZVPD" spin_multiplicity=1 fmax_ev_per_a=0.95 e_tot_ev=-42163.497
O 0.27255 -4.12096 1.56691 -0.0682 -0.2987 -0.3718
C 0.26823 -3.24240 2.40043 -0.2528 0.3295 0.6237
C -0.84915 -3.13637 3.45680 -0.0043 -0.3483 -0.1463
O -1.20994 -1.79383 3.71496 -0.0864 0.2058 0.1520
C -1.69998 -1.05178 2.68251 -0.0963 0.3338 -0.1340
C -2.00940 -1.55810 1.42103 0.0189 -0.1289 0.1434
C -2.46944 -0.70017 0.43650 -0.0232 -0.0007 0.0221
C -2.61361 0.64602 0.70200 -0.2665 0.4563 -0.4699
S -3.13423 1.73949 -0.61917 0.0179 -0.3213 -0.2670
O -3.29536 3.05529 -0.07858 0.2756 -0.0742 0.1930
O -4.22280 1.13684 -1.32909 0.1670 -0.2615 0.0004
N -1.85322 1.73913 -1.67739 -0.7840 -0.0343 0.2815
C -0.54295 2.10844 -1.16845 0.6284 0.3291 0.6393
C -0.44213 3.63469 -1.10266 -0.1316 -0.0042 -0.1142
C -0.48399 4.23882 -2.50252 0.2733 0.0732 0.1407
C 0.63751 3.67358 -3.36804 -0.2956 -0.0413 -0.1467
C 0.51118 2.15665 -3.45952 0.2850 0.0620 0.1000
C 0.55603 1.53614 -2.06579 -0.3659 -0.0362 -0.1182
C -2.32504 1.15623 1.95442 0.0163 0.0491 0.0534
C -1.87328 0.31012 2.94593 0.0560 -0.2765 0.0300
N 1.18944 -2.27280 2.54930 0.1754 0.2764 0.3863
C 2.24054 -1.92464 1.60587 0.0043 -0.0417 -0.1731
C 1.67325 -1.36067 0.28161 -0.0476 -0.0717 -0.0695
C 1.95524 -2.43998 -0.76135 0.0781 0.1117 -0.1004
C 3.29406 -3.01003 -0.30541 -0.0975 -0.0859 0.0350
C 3.11289 -3.13097 1.20675 0.1902 -0.0222 0.0324
H -0.48530 -3.52676 4.41133 -0.0666 0.0174 -0.1303
H -1.70663 -3.73762 3.13640 0.1463 0.0860 -0.0460
H -1.89254 -2.60465 1.19193 0.0201 -0.1293 -0.0138
H -2.72684 -1.07608 -0.54147 -0.0148 -0.1481 -0.1081
H -1.86440 0.89095 -2.22140 -0.1118 -0.2091 -0.1418
H -0.41977 1.69721 -0.15001 0.0856 0.0608 -0.2060
H -1.27641 4.01209 -0.51281 0.1606 0.0709 0.0779
H 0.49287 3.90267 -0.60544 0.0397 0.0139 0.0638
H -1.44836 4.00214 -2.95318 -0.0576 0.0905 -0.0685
H -0.39548 5.32424 -2.43454 -0.0895 0.0230 -0.0228
H 0.59396 4.10949 -4.36771 0.0857 0.0353 -0.0107
H 1.60481 3.93353 -2.93045 0.0869 0.0368 -0.0141
H 1.31899 1.74502 -4.06853 -0.0774 -0.0549 -0.0487
H -0.43697 1.90637 -3.93772 -0.0173 -0.0448 -0.1429
H 0.45051 0.44983 -2.12910 0.0692 -0.0838 0.0703
H 1.52160 1.75216 -1.60354 0.0041 -0.0432 0.0652
H -2.46085 2.21184 2.12710 0.0113 0.1204 0.1080
H -1.64206 0.67643 3.93360 0.0291 0.0592 0.1080
H 0.99913 -1.59387 3.27177 -0.0702 -0.1023 -0.0902
H 2.84485 -1.16558 2.10930 -0.0849 -0.0855 -0.0332
H 0.61124 -1.13091 0.37340 0.0052 0.1037 0.0374
H 2.19881 -0.44114 0.02091 0.0133 0.0633 -0.0274
H 1.98521 -2.04293 -1.77503 -0.0448 -0.0156 -0.0806
H 1.19362 -3.21701 -0.70271 -0.0409 -0.0208 -0.0465
H 4.09817 -2.30908 -0.53823 0.0652 0.0124 -0.0626
H 3.52278 -3.96761 -0.76825 0.0985 -0.0252 -0.0471
H 2.57358 -4.04823 1.43217 0.0667 0.0143 0.0257
H 4.05910 -3.14124 1.74516 0.0218 -0.0248 0.0627

2.
54
Properties=species:S:1:pos:R:3:forces:R:3 method="wB97M-V/def2-TZVPD" spin_multiplicity=1 fmax_ev_per_a=0.63 e_tot_ev=-33375.818
C -6.39751 -0.83502 0.25276 0.0791 0.1125 0.1632
C -5.44404 -0.71649 1.43541 0.1088 -0.2010 -0.1966
C -4.10668 -1.41005 1.16559 -0.2548 -0.1769 0.2030
N -3.22557 -0.66358 0.27977 -0.1216 -0.1213 0.2878
C -2.47315 0.43435 0.86862 0.1471 0.2224 -0.0994
C -2.68595 1.80267 0.23311 0.1190 0.0772 0.1064
C -3.99340 2.17558 -0.40204 -0.0078 0.0288 -0.1260
C -3.58900 2.80498 0.89223 0.0196 0.1602 0.0800
C -3.07176 -1.11610 -0.98271 0.4141 0.1526 -0.1910
O -3.73689 -2.02728 -1.43938 -0.1573 -0.2204 -0.3108
C -1.99740 -0.45566 -1.84932 -0.3872 0.1621 -0.3797
O -0.70512 -0.78119 -1.34807 0.1648 -0.2174 0.1668
C 0.20612 0.21999 -1.24961 -0.0998 0.3848 -0.0899
O -0.03977 1.37146 -1.52930 0.0814 -0.2485 -0.0106
C 1.46645 -0.29353 -0.75765 0.4582 0.3666 0.0856
N 1.63445 -1.63302 -0.48119 0.0206 -0.1673 0.0228
C 2.88208 -1.86626 -0.04599 0.2342 0.1201 0.0651
C 3.34108 -3.22629 0.32420 0.0470 -0.1194 0.0310
C 3.56149 -0.64576 -0.02846 -0.3359 -0.1557 -0.0969
C 4.95536 -0.48382 0.38385 0.0888 -0.2957 0.1166
O 5.67156 -1.38547 0.76150 0.0844 0.1170 -0.0124
O 5.36694 0.79128 0.30845 -0.3165 0.0671 -0.1406
C 6.72156 1.05175 0.66527 0.6087 -0.0853 0.1430
C 7.66736 0.77818 -0.49606 -0.3692 -0.0112 0.1945
C 2.66131 0.35490 -0.48319 -0.4719 -0.2317 -0.1049
C 2.91987 1.80663 -0.64179 -0.1201 0.2066 -0.0823
H -5.92768 -0.48242 -0.66185 0.0008 0.0228 -0.1320
H -7.30104 -0.25524 0.42843 -0.1029 0.0330 -0.0437
H -6.67629 -1.87411 0.09758 -0.0389 -0.0996 -0.0703
H -5.26949 0.33439 1.67404 0.0128 0.0680 0.1143
H -5.89833 -1.18165 2.31278 0.0205 0.0638 0.0712
H -4.29468 -2.37397 0.68746 0.0582 0.0668 0.1629
H -3.57604 -1.58000 2.10830 0.0071 0.0000 -0.0783
H -1.40261 0.20109 0.84556 -0.1130 0.0462 0.1107
H -2.76833 0.47896 1.91947 0.0599 -0.0694 -0.1047
H -1.79698 2.20633 -0.23426 -0.1125 0.0260 -0.0210
H -3.96940 2.77810 -1.29749 0.0593 0.0697 -0.0468
H -4.79216 1.45214 -0.39190 -0.0650 -0.1391 0.0913
H -3.28959 3.84169 0.89386 0.0381 0.0739 -0.0510
H -4.11229 2.50733 1.78927 -0.0499 -0.1245 0.0602
H -2.11137 0.62988 -1.89885 -0.0144 -0.1679 0.0190
H -2.08696 -0.88126 -2.85425 -0.0403 0.0751 0.2448
H 0.90937 -2.32075 -0.61303 0.0879 0.0197 0.0315
H 4.38563 -3.18659 0.61642 -0.0545 -0.0680 -0.0063
H 3.22723 -3.90846 -0.51777 0.0046 -0.0761 -0.0369
H 2.75224 -3.61318 1.15569 -0.0181 -0.0568 0.0547
H 6.74237 2.10628 0.94912 -0.0298 -0.1398 0.0014
H 6.99072 0.42778 1.52427 -0.0590 0.1894 -0.0962
H 8.68130 1.04537 -0.21246 0.1288 0.0328 0.0059
H 7.37472 1.36215 -1.36553 0.0269 0.0653 -0.0816
H 7.63975 -0.27775 -0.75346 0.0477 -0.0563 -0.0282
H 3.20007 2.24562 0.31391 0.0342 0.0747 0.0123
H 3.74940 1.96674 -1.32752 0.0399 0.0745 -0.0128
H 2.03105 2.29928 -1.02379 0.0380 0.0695 0.0051

3.
56
Properties=species:S:1:pos:R:3:forces:R:3 method="wB97M-V/def2-TZVPD" spin_multiplicity=1 fmax_ev_per_a=0.86 e_tot_ev=-46258.391
C -1.02220 5.02982 -0.44831 -0.1159 -0.0781 -0.1969
C -1.89230 3.99516 -1.15040 0.0336 -0.0500 0.2826
C -2.22211 2.80947 -0.24225 -0.4529 0.3572 -0.1737
N -1.06864 2.03618 0.16307 0.4006 0.3245 0.6944
S -0.25641 2.43305 1.56644 0.2507 -0.6594 -0.4427
O -1.15546 3.15011 2.41755 -0.2973 -0.0999 -0.0042
O 1.02932 3.01251 1.26970 -0.1060 -0.2540 0.1633
C 0.01170 0.77828 2.16722 0.0050 0.5182 -0.1343
C -1.09619 -0.01582 2.38385 0.0473 -0.0808 0.0887
C -0.94149 -1.36667 2.63241 0.0148 -0.0928 0.1355
C 0.33883 -1.91956 2.64196 0.2192 0.4411 -0.0558
O 0.59673 -3.25403 2.71073 0.1505 0.1312 0.1166
C -0.45894 -4.14514 2.40280 -0.2801 -0.1431 0.0727
C -1.25893 -3.77531 1.14328 0.0706 -0.2000 0.1887
O -2.47593 -3.78881 1.18341 -0.2323 -0.1028 0.2291
N -0.57578 -3.41193 0.04090 0.0300 0.0827 -0.2761
C 0.83443 -3.60351 -0.21704 0.4158 0.0291 0.0704
C 1.48917 -2.30556 -0.69475 -0.0442 -0.2140 -0.1518
C 0.73577 -1.74964 -1.90992 0.0618 0.3015 0.1561
C 1.46605 -0.51034 -2.39653 -0.0317 -0.6837 -0.1833
O 2.46967 -0.57133 -3.05738 0.1259 0.1039 -0.0111
O 0.89498 0.63298 -2.01175 -0.3084 0.2103 0.2742
C 1.55240 1.84178 -2.42969 0.5140 0.3367 -0.2686
C 2.63243 2.26648 -1.44765 -0.3063 -0.2619 -0.0688
C -0.72722 -1.54538 -1.52874 0.0907 -0.2788 -0.1533
C -1.31168 -2.88995 -1.09603 -0.3601 0.3216 -0.0062
C 1.45557 -1.08659 2.52469 -0.2276 -0.2437 0.1734
C 1.28877 0.26096 2.27417 0.0569 0.0761 0.0251
H -1.53987 5.42683 0.42144 -0.0159 0.0914 0.1129
H -0.78935 5.85215 -1.12136 0.0549 0.0899 0.0019
H -0.09046 4.58633 -0.10604 0.1092 0.1071 -0.0251
H -2.83107 4.45495 -1.46643 -0.0151 -0.0564 -0.0941
H -1.38578 3.62649 -2.04735 -0.0673 -0.0094 -0.0851
H -2.67562 3.16457 0.68472 -0.2212 0.0003 -0.1520
H -2.92209 2.13314 -0.74615 0.0376 0.0640 0.1289
H -0.43267 1.81183 -0.58711 0.2705 -0.2191 -0.0619
H -2.07607 0.42996 2.33248 -0.2091 -0.0557 -0.0219
H -1.81507 -1.97797 2.78527 -0.0992 -0.0872 -0.0188
H 0.01023 -5.12611 2.28210 -0.0668 0.1095 0.0138
H -1.17883 -4.20805 3.22792 0.0791 0.0352 -0.2079
H 0.93607 -4.36452 -1.00342 0.0433 0.0178 0.0662
H 1.34112 -3.96075 0.67683 -0.0546 -0.0424 -0.0812
H 1.46791 -1.56568 0.10681 0.0213 -0.0277 -0.0324
H 2.52873 -2.50426 -0.95866 0.0279 0.0162 0.0147
H 0.80664 -2.47991 -2.72498 0.0267 0.1031 0.0249
H 0.76322 2.59358 -2.49758 0.0213 -0.0921 -0.0154
H 1.98442 1.66900 -3.42087 -0.1754 0.0900 0.1510
H 2.20898 2.47395 -0.46691 0.0620 0.0129 -0.0469
H 3.38165 1.48313 -1.36086 0.1021 -0.0364 -0.0284
H 3.11294 3.16770 -1.81762 0.0789 0.1200 -0.0330
H -0.80329 -0.82809 -0.70939 -0.0560 0.0232 0.0303
H -1.29543 -1.16093 -2.37610 -0.0506 0.0499 -0.0094
H -1.25482 -3.60599 -1.92475 -0.0471 -0.0029 0.0139
H -2.35427 -2.78717 -0.79221 0.1452 -0.0711 -0.1168
H 2.43782 -1.52775 2.59092 0.1189 -0.0418 -0.0387
H 2.13241 0.91633 2.12755 0.1549 0.0199 -0.0334